(1)
C33H36IrN4O3Te as an isolated structure. Source: the OMol25 dataset; level of theory: ωB97M-V/def2-TZVPD.

- 2S+1: 2
- HOMO level (spin up / spin down): -7.38 / -7.20 eV
- ⟨S²⟩: 0.764
- Orbital gap (spin up / spin down): 7.0 / 6.0 eV
- E_tot: -57027.54269 eV

Cartesian coordinates (Å):
Ir  0.00000  0.00000  0.00000
O  0.43350  -3.31390  3.68920
C  0.09620  -4.11880  2.62700
C  0.03670  -5.48720  2.90350
C  -0.28250  -6.38990  1.89170
C  -0.54570  -5.92220  0.60630
C  -0.48690  -4.55040  0.33210
C  -0.15960  -3.61500  1.33400
C  -0.06540  -2.11590  1.07290
O  0.00780  -1.87840  -0.15250
N  -0.05340  -1.32960  2.12050
N  0.17830  -0.00210  1.77580
C  -0.91510  0.64840  1.58720
C  -0.80370  1.95050  0.95630
C  -1.38260  3.07740  1.51720
C  -1.12900  4.29910  0.89960
C  -0.33400  4.33360  -0.24560
C  0.17810  3.13910  -0.73300
N  -0.03950  1.94460  -0.15500
H  0.42030  -2.39820  3.31190
H  0.24850  -5.83760  3.90840
H  -0.32070  -7.45310  2.10490
H  -0.79060  -6.61560  -0.19210
H  -0.69040  -4.20230  -0.67800
H  -1.91470  0.25660  1.83390
H  -1.96340  3.01200  2.42830
H  -1.52850  5.21820  1.31670
H  -0.10840  5.26910  -0.74420
H  0.80300  3.10840  -1.62040
C  -1.90420  1.62980  -1.83530
C  -0.80810  1.00070  -2.63370
O  -0.61510  1.34740  -3.78900
N  0.00000  0.00000  -2.04260
Te  1.53310  -0.92690  -3.08370
C  3.00850  -2.02500  -4.21680
C  3.08790  -1.88010  -5.62860
C  2.18530  -0.96980  -6.42360
C  4.03980  -2.61550  -6.35030
C  4.90850  -3.49810  -5.70330
C  5.92370  -4.28550  -6.47940
C  4.82560  -3.65200  -4.31830
C  3.88620  -2.92810  -3.56750
C  3.83730  -3.14050  -2.08150
C  2.93470  0.34710  -2.04590
C  3.15120  0.20700  -0.64800
C  2.44980  -0.82100  0.20410
C  4.05250  1.06130  0.00420
C  4.73730  2.05630  -0.69840
C  5.69960  2.96950  0.00360
C  4.51800  2.20440  -2.06920
C  3.62410  1.36400  -2.75080
C  3.41980  1.57440  -4.22450
H  -2.44540  2.38890  -2.43970
H  -1.47400  2.12300  -0.93890
H  -2.62340  0.84820  -1.51280
H  1.45340  -0.41540  -5.81050
H  1.61510  -1.57060  -7.16310
H  2.79990  -0.22320  -6.96970
H  4.09870  -2.50060  -7.42680
H  5.87150  -4.06200  -7.56630
H  5.74240  -5.37160  -6.33590
H  6.94390  -4.03660  -6.11880
H  5.49970  -4.34270  -3.82470
H  4.57530  -3.89980  -1.74590
H  2.82720  -3.48870  -1.78040
H  4.08390  -2.19450  -1.56780
H  1.75490  -1.46950  -0.35720
H  1.86440  -0.30650  0.99520
H  3.20300  -1.47750  0.68900
H  4.21690  0.95030  1.07010
H  5.76980  2.73550  1.08730
H  5.36320  4.02200  -0.10670
H  6.70990  2.86210  -0.44430
H  5.04890  2.98230  -2.60590
H  4.02030  2.42600  -4.60930
H  2.35060  1.78800  -4.43270
H  3.74020  0.67050  -4.77360
H  1.72430  0.00000  0.00000

Cartesian forces (eV/Å) of the 2 atoms listed first:
-2.5 2.9 -17.2
-0.1 -0.6 -1.0

Mulliken population analysis, charges in e, atoms 1 to 4: number 1, Ir, carries 1.364; number 2, O, carries -0.706; number 3, C, carries 0.312; number 4, C, carries -0.653

=====

(2)
C12H10CuPSe2 as an isolated structure. Source: the OMol25 dataset; level of theory: ωB97M-V/def2-TZVPD.

- HOMO level: -8.30 eV
- Orbital gap: 8.3 eV
- E_tot: -197228.83106 eV

Cartesian coordinates (Å):
Cu  3.90234  0.50174  0.63760
Se  2.44144  -0.76955  1.87340
P  1.46845  0.23634  0.17314
Se  2.74404  1.48719  -1.10165
C  0.11238  1.24609  0.86610
C  0.00635  2.59090  0.54259
C  -0.97800  3.36493  1.12939
C  -1.86748  2.79265  2.02344
C  -1.75804  1.44975  2.35260
C  -0.75836  0.67809  1.79108
C  0.68627  -1.07209  -0.83420
C  0.93130  -1.14509  -2.19762
C  0.39517  -2.18207  -2.93913
C  -0.40029  -3.13416  -2.32362
C  -0.64015  -3.06571  -0.95930
C  -0.08355  -2.04779  -0.20811
H  0.70162  3.03148  -0.16012
H  -1.04044  4.41728  0.89564
H  -2.64155  3.39572  2.47315
H  -2.44229  1.00661  3.06220
H  -0.63992  -0.35356  2.09077
H  1.55017  -0.39571  -2.67384
H  0.61025  -2.25070  -3.99506
H  -0.82610  -3.93740  -2.90547
H  -1.24807  -3.81740  -0.47602
H  -0.22555  -2.02756  0.86303

Cartesian forces (eV/Å) of the 2 atoms listed first:
0.7 0.1 0.1
-0.1 -0.2 0.2

Mulliken population analysis, charges in e, atoms 1 to 4: number 1, Cu, carries -0.104; number 2, Se, carries -0.283; number 3, P, carries 0.699; number 4, Se, carries -0.539

=====

(3)
A 2-piece molecular cluster, C3H6NO4 overall. Source: the OMol25 dataset; level of theory: ωB97M-V/def2-TZVPD.

- HOMO level: -4.43 eV
- Total charge: -1
- Orbital gap: 8.2 eV
- E_tot: -12890.17892 eV

Cartesian coordinates (Å):
C  -0.78485  0.72279  -1.75112
N  -0.80650  0.19759  -0.51306
C  -0.17152  -1.03792  -0.35924
C  0.38667  -1.00709  1.28447
O  0.60506  -2.17517  1.66818
O  0.23124  0.06358  1.82556
O  -0.35925  0.23141  -2.77899
H  -1.16971  1.80085  -1.69318
H  -0.73057  0.84299  0.26853
H  -0.85088  -1.94022  -0.34816
H  0.62908  -1.30270  -0.96045
H  1.28070  2.46315  -0.13901
H  0.78304  1.38533  0.94771
O  0.66320  2.29279  0.59416

Cartesian forces (eV/Å) of the 2 atoms listed first:
-0.4 2.3 0.7
-0.3 0.1 -2.3

Mulliken population analysis, charges in e, atoms 1 to 4: number 1, C, carries 0.035; number 2, N, carries -0.181; number 3, C, carries -0.605; number 4, C, carries 0.630

=====

(4)
One molecule with the formula C3H4N2O. Source: the OMol25 dataset; level of theory: ωB97M-V/def2-TZVPD.

- HOMO level (spin up / spin down): -7.69 / -7.69 eV
- Orbital gap (spin up / spin down): 8.2 / 8.2 eV
- E_tot: -8199.85492 eV

Cartesian coordinates (Å):
N  -0.98491  0.23925  -0.46805
C  -0.74325  0.97717  0.60641
O  0.30623  0.82369  1.27648
C  1.17011  -0.56613  0.20695
C  0.15776  -0.63665  -0.81710
N  0.45636  -1.40612  -1.72314
H  -1.80526  0.34733  -1.04641
H  -1.47571  1.73919  0.90444
H  1.20236  -1.34597  0.96385
H  2.11495  -0.08484  -0.02686

Cartesian forces (eV/Å) of the 2 atoms listed first:
0.0 0.1 0.0
0.0 -0.1 0.0

Mulliken population analysis, charges in e, atoms 1 to 4: number 1, N, carries -0.045; number 2, C, carries 0.063; number 3, O, carries -0.527; number 4, C, carries -0.066